[1]
Here is 2 unconnected molecules or ions with the total composition C4H12N2O2S at a distorted geometry from the OMol25 dataset. Energies are from ωB97M-V/def2-TZVPD.

```
21
Properties=species:S:1:pos:R:3:forces:R:3
C 1.616 0.055 -1.002 1.3 -1.0 -1.6
N 1.557 1.233 -0.213 -1.1 0.7 0.0
C 1.001 1.378 1.027 2.2 0.0 2.2
N 0.824 0.218 1.744 0.3 1.7 -1.3
O 1.006 2.447 1.638 -0.7 0.0 -1.0
C 0.522 -0.160 -2.057 -0.4 -1.5 -1.7
C -0.883 0.085 -1.536 -0.4 -0.4 0.6
S -1.821 -1.487 -1.176 0.1 0.3 0.2
H 2.576 0.169 -1.497 0.1 -0.1 -0.7
H 1.839 -0.912 -0.516 -0.6 0.7 0.8
H 1.682 2.113 -0.701 0.0 -0.2 0.2
H 0.686 -0.622 1.230 -0.2 -0.4 0.6
H 0.633 0.444 2.704 -0.5 -0.9 0.0
H 0.598 0.403 -3.003 0.5 0.6 0.7
H 0.615 -1.182 -2.548 0.0 0.7 1.1
H -0.738 0.640 -0.609 -0.7 0.2 -0.1
H -1.464 0.636 -2.261 -0.1 0.3 0.1
H -2.950 -1.032 -0.540 0.8 0.1 -0.4
H -0.725 -1.824 1.674 -0.5 -0.1 -0.3
H -1.871 -0.984 2.312 0.2 -0.1 -0.3
O -1.070 -1.485 2.501 -0.2 -0.4 0.7
```
Positions in Å, forces in eV/Å.

Output
* DFT total energy: -817.77929 hartree
* SMILES: NC(=O)NCCCS.O
* maximum force: 0.0604 Eh/bohr
* orbital gap: 10.115 eV
* spin multiplicity: 1

[2]
Here is 2 unconnected molecules or ions with the total composition C4H12N2O3S at a distorted geometry from the OMol25 dataset. Energies are from ωB97M-V/def2-TZVPD.

```
22
Properties=species:S:1:pos:R:3:forces:R:3
C 0.137 0.797 -2.190 4.1 0.7 -0.7
C -0.035 -1.792 -0.034 -3.1 -1.9 -2.7
C 0.039 1.244 -0.764 -2.3 -2.4 1.3
C 0.361 -0.451 0.404 -0.2 4.0 0.6
N -1.205 1.862 -0.510 -0.4 0.7 1.3
N 1.729 -0.331 0.846 0.8 -0.5 2.9
O -0.481 -1.029 2.938 0.7 0.1 0.6
O -2.122 0.122 1.619 -1.1 -0.6 -0.8
O -0.247 1.353 2.398 1.6 1.1 0.6
S -0.722 0.127 1.856 -0.6 -1.3 -1.3
H -0.387 -0.135 -2.443 -0.1 0.6 0.0
H 1.320 0.598 -2.294 -2.6 0.0 -0.2
H -0.045 1.705 -2.869 -0.1 -1.6 0.8
H -0.019 -2.622 0.644 1.1 -0.3 1.1
H -1.189 -1.891 -0.189 1.7 1.0 -0.1
H 0.371 -2.209 -1.023 -0.1 1.1 1.4
H 0.874 1.745 -0.289 -0.1 0.3 -0.4
H -2.131 1.429 -0.806 2.2 0.6 0.6
H -1.240 2.334 0.434 -0.3 -0.9 -1.6
H 1.859 -1.113 1.601 0.1 1.8 -1.8
H 2.001 0.595 1.374 -1.2 -2.2 -1.5
H -0.102 -0.575 3.710 0.0 -0.3 0.0
```
Positions in Å, forces in eV/Å.

Output
* DFT total energy: -892.93138 hartree
* maximum force: 0.0876 Eh/bohr
* orbital gap: 8.788 eV
* spin multiplicity: 1

[3]
Here is 3 unconnected molecules or ions with the total composition C4H12N2O4 at a distorted geometry from the OMol25 dataset. Energies are from ωB97M-V/def2-TZVPD.

```
22
Properties=species:S:1:pos:R:3:forces:R:3
C -0.640 2.470 0.245 -0.1 0.5 -0.7
N -0.977 1.360 -0.458 -0.4 -0.6 0.2
C -1.383 0.134 0.174 -0.2 -0.1 0.6
C -0.603 -1.030 -0.387 -0.1 -1.1 -0.4
N -0.169 -1.997 0.471 0.5 0.3 0.8
C 0.289 -1.735 1.835 -0.7 1.1 0.3
O -0.483 -1.180 -1.594 0.1 0.4 0.0
O -0.398 3.546 -0.251 0.1 0.0 0.0
H -0.602 2.335 1.333 -0.1 -0.3 0.2
H -1.047 1.337 -1.480 0.2 0.7 0.3
H -1.323 0.172 1.255 0.5 0.4 0.2
H -2.451 -0.089 0.068 0.0 0.0 -0.6
H 0.359 -2.747 0.055 -0.2 0.1 -0.5
H 1.126 -1.045 1.905 0.5 -0.2 -0.3
H -0.476 -1.234 2.432 -0.2 -0.4 -0.1
H 0.523 -2.661 2.318 0.2 -0.5 0.2
H -1.260 0.808 -3.915 0.0 0.2 -0.1
H -0.139 0.483 -2.979 0.1 0.0 -0.1
O -0.582 1.246 -3.385 0.0 -0.5 0.1
H 3.651 -0.770 0.497 -0.1 0.3 -0.2
H 3.042 0.654 0.730 0.0 -0.1 -0.4
O 3.541 -0.058 1.133 0.1 -0.2 0.5
```
Positions in Å, forces in eV/Å.

Output
* DFT total energy: -570.09894 hartree
* SMILES: CNC(=O)CNC=O.O.O
* maximum force: 0.0261 Eh/bohr
* orbital gap: 10.131 eV
* spin multiplicity: 1

[4]
Here is C4H12N2S in the gas phase at a distorted geometry from the OMol25 dataset. Energies are from ωB97M-V/def2-TZVPD.

```
19
Properties=species:S:1:pos:R:3:forces:R:3
N -0.315 1.437 2.013 0.3 -1.0 -0.3
C -0.214 0.573 0.803 -1.2 -1.9 1.7
C 0.851 1.047 -0.136 0.4 -0.8 -0.3
C 0.938 0.270 -1.477 -0.5 0.5 1.2
S 1.470 -1.492 -1.315 0.1 0.8 0.0
C -1.615 0.281 0.305 -2.3 2.8 -0.3
N -2.458 -0.518 1.304 1.6 -0.1 -2.3
H -0.999 0.936 2.579 0.1 0.4 0.3
H -0.782 2.298 1.745 0.0 0.1 -0.1
H 0.009 -0.503 1.149 0.7 1.5 -0.1
H 1.800 0.853 0.363 0.1 0.4 0.2
H 0.755 2.129 -0.282 0.0 -0.1 -0.3
H 1.618 0.881 -2.067 -0.1 -0.6 -0.6
H -0.060 0.176 -1.884 0.1 0.5 -0.6
H 2.601 -1.260 -1.968 0.4 -0.3 -0.1
H -1.699 0.148 -0.782 0.2 -1.7 0.2
H -2.246 1.200 0.270 0.8 0.3 0.4
H -3.195 -0.844 0.674 -0.2 -0.2 0.7
H -1.872 -1.337 1.461 -0.4 -0.4 0.3
```
Positions in Å, forces in eV/Å.

Output
* DFT total energy: -667.25585 hartree
* SMILES: NC[C@H](N)CCS
* maximum force: 0.0705 Eh/bohr
* orbital gap: 10.042 eV
* spin multiplicity: 1

[5]
Here is C4H12N2S in the gas phase at a distorted geometry from the OMol25 dataset. Energies are from ωB97M-V/def2-TZVPD.

```
19
Properties=species:S:1:pos:R:3:forces:R:3
C 0.381 1.011 0.583 0.2 0.8 0.5
N 0.262 -0.377 0.969 -0.2 -0.8 -0.9
C -0.040 -1.298 -0.157 -0.3 0.6 0.3
C 1.159 -2.154 -0.500 0.5 1.0 0.0
S 2.576 -1.182 -1.137 0.2 0.0 0.1
C -0.812 1.668 -0.089 0.0 0.5 -0.4
N -2.092 1.365 0.557 0.7 -0.4 1.0
H 1.257 1.241 -0.025 0.0 -0.6 -0.1
H 0.597 1.547 1.509 -0.2 0.2 0.2
H 2.164 -0.982 -2.393 -0.2 -0.1 -0.1
H -0.875 -1.928 0.139 0.0 -0.3 0.1
H -0.433 -0.734 -1.006 0.2 -0.1 -0.2
H 0.966 -2.927 -1.230 -0.2 -0.4 0.2
H 1.555 -2.500 0.455 -0.1 -0.5 -0.2
H -0.588 2.745 -0.112 0.0 0.0 0.1
H -0.864 1.393 -1.144 -0.1 -0.2 0.0
H -2.723 2.113 0.405 -0.9 0.7 -0.7
H -0.519 -0.453 1.605 0.1 0.1 0.2
H -1.972 1.453 1.570 0.2 -0.3 -0.2
```
Positions in Å, forces in eV/Å.

Output
* DFT total energy: -667.27458 hartree
* SMILES: NCCNCCS
* maximum force: 0.0256 Eh/bohr
* orbital gap: 9.752 eV
* spin multiplicity: 1

[6]
Here is a molecular structure, C4H12N2S at a distorted geometry from the OMol25 dataset. Energies are from ωB97M-V/def2-TZVPD.

```
19
Properties=species:S:1:pos:R:3:forces:R:3
C -0.004 -0.314 1.038 0.1 -1.0 0.1
N -0.859 0.625 0.360 -0.4 0.1 0.7
C -2.093 0.120 -0.194 0.1 0.4 -0.9
N -2.234 0.718 -1.533 -0.5 -0.8 -0.2
C 1.482 -0.028 0.949 -1.7 3.1 0.0
C 1.971 0.427 -0.379 0.9 -1.5 0.1
S 1.505 -0.669 -1.702 0.0 0.1 0.0
H -0.168 -1.295 0.563 0.2 0.0 0.0
H -0.276 -0.452 2.096 0.0 0.2 -0.1
H -0.502 1.377 -0.198 0.4 -0.1 0.0
H -2.044 -0.970 -0.290 0.0 -0.1 0.5
H -2.980 0.425 0.367 0.1 -0.2 0.3
H -3.097 0.327 -1.939 0.3 0.5 0.2
H -1.510 0.265 -2.085 0.3 0.2 -0.2
H 2.050 -1.169 0.960 0.2 -0.1 0.1
H 1.845 0.535 1.818 0.3 -0.4 -0.1
H 3.054 0.570 -0.345 -0.1 0.2 0.0
H 1.536 1.419 -0.542 -0.3 0.1 0.1
H 2.324 -1.910 1.055 0.1 -0.8 -0.5
```
Positions in Å, forces in eV/Å.

Output
* DFT total energy: -667.09663 hartree
* maximum force: 0.0692 Eh/bohr
* orbital gap: 5.709 eV
* spin multiplicity: 1

[7]
Here is 2 unconnected molecules or ions with the total composition C4H12N2S at a distorted geometry from the OMol25 dataset. Energies are from ωB97M-V/def2-TZVPD.

```
19
Properties=species:S:1:pos:R:3:forces:R:3
C -1.719 0.632 -0.262 -0.3 1.3 -0.9
N -0.461 -0.096 -0.315 0.6 -0.4 1.1
C 0.545 0.523 0.538 0.2 1.4 0.1
C 1.787 -0.289 0.805 -0.1 -0.6 1.1
S 1.471 -1.976 1.527 -3.9 2.4 0.7
C -1.700 1.767 -1.293 1.0 0.4 -1.7
N -1.350 1.193 -2.612 1.9 -1.7 0.7
H -1.798 1.204 0.696 -0.7 -1.1 -0.1
H -2.525 -0.036 -0.616 0.1 0.2 1.0
H -0.113 -1.147 2.136 3.3 -2.2 -0.8
H 0.837 1.570 0.272 0.0 -0.9 -0.9
H 0.154 0.789 1.518 -0.6 -0.5 0.7
H 2.267 0.174 1.675 0.5 0.3 -0.8
H 2.400 -0.418 -0.072 0.4 0.1 -0.1
H -2.643 2.271 -1.514 -0.2 0.0 1.0
H -0.937 2.512 -0.981 -0.5 -0.1 0.0
H -1.002 1.866 -3.295 -0.2 0.0 0.5
H -0.593 -1.000 0.158 -0.1 0.2 -0.8
H -0.534 0.530 -2.375 -1.5 1.2 -0.9
```
Positions in Å, forces in eV/Å.

Output
* DFT total energy: -667.18993 hartree
* maximum force: 0.0906 Eh/bohr
* orbital gap: 8.338 eV
* spin multiplicity: 1

[8]
Here is C4H12N2S in the gas phase at a distorted geometry from the OMol25 dataset. Energies are from ωB97M-V/def2-TZVPD.

```
19
Properties=species:S:1:pos:R:3:forces:R:3
C -1.631 -0.447 0.263 0.6 -0.4 -0.1
N -0.829 0.520 -0.481 -0.2 0.4 -0.2
C 0.228 1.179 0.257 0.7 0.5 0.1
C 1.451 1.380 -0.622 0.8 -0.6 -0.7
S 2.983 1.878 0.246 -0.3 0.1 -0.1
C -1.136 -1.861 -0.001 -0.1 -0.1 -0.1
N 0.295 -1.984 0.344 -0.9 -0.1 0.0
H -2.678 -0.429 -0.032 -0.1 0.4 0.1
H -1.512 -0.267 1.334 -0.4 0.1 0.1
H -1.376 1.199 -0.989 -0.2 -0.2 0.1
H 0.023 2.208 0.602 -0.6 -0.2 0.1
H 0.469 0.606 1.148 0.2 -0.2 -0.1
H 1.212 1.994 -1.495 0.0 0.6 0.4
H 1.787 0.474 -1.146 -0.3 -0.3 0.5
H 2.497 2.817 1.077 -0.1 0.0 -0.2
H -1.319 -2.127 -1.052 0.0 0.2 0.0
H -1.757 -2.552 0.571 0.2 -0.1 0.3
H 0.513 -2.968 0.438 0.2 0.0 -0.1
H 0.780 -1.620 -0.463 0.5 0.0 0.0
```
Positions in Å, forces in eV/Å.

Output
* DFT total energy: -667.27540 hartree
* SMILES: NCCNCCS
* maximum force: 0.0242 Eh/bohr
* orbital gap: 9.781 eV
* spin multiplicity: 1

[9]
Here is 2 unconnected molecules or ions with the total composition C4H12N2S at a distorted geometry from the OMol25 dataset. Energies are from ωB97M-V/def2-TZVPD.

```
19
Properties=species:S:1:pos:R:3:forces:R:3
C 2.058 -0.659 -2.260 0.4 0.1 -0.2
C 1.017 -1.324 -1.391 -0.4 0.1 0.1
S -0.545 -1.479 -2.326 0.1 0.0 -0.1
H 1.828 0.393 -2.418 -0.1 0.1 -0.1
H 2.159 -1.142 -3.234 -0.1 0.0 0.0
H 3.046 -0.697 -1.802 0.0 0.0 0.2
H 1.325 -2.309 -1.060 0.1 -0.2 -0.1
H 0.811 -0.716 -0.512 0.1 0.0 0.1
H -1.176 -2.297 -1.474 0.0 0.0 0.0
C -1.783 -0.259 1.438 0.3 0.1 -0.1
N -0.067 1.980 1.241 -0.2 0.0 0.1
C -1.052 1.799 2.297 0.9 0.3 -0.5
N -1.804 0.810 2.418 -0.4 -0.1 0.2
H -2.775 -0.364 1.002 -0.1 0.0 0.1
H -1.542 -1.187 1.951 -0.1 -0.1 0.1
H -1.059 -0.095 0.642 0.0 0.0 -0.1
H -0.224 2.881 0.800 0.0 0.0 0.0
H 0.855 2.052 1.662 0.0 -0.1 0.0
H -1.070 2.611 3.025 -0.3 -0.1 0.2
```
Positions in Å, forces in eV/Å.

Output
* DFT total energy: -667.26343 hartree
* SMILES: C/N=C\N.CCS
* maximum force: 0.0200 Eh/bohr
* orbital gap: 9.736 eV
* spin multiplicity: 1

[10]
Here is 2 unconnected molecules or ions with the total composition C4H12N3 at a distorted geometry from the OMol25 dataset. Energies are from ωB97M-V/def2-TZVPD.

```
19
Properties=species:S:1:pos:R:3:forces:R:3
C -1.928 -1.078 1.105 -0.3 1.2 -0.5
C 1.574 -1.172 -0.867 0.6 4.5 1.8
C 0.695 1.193 0.136 1.0 0.6 2.2
C 0.528 -0.019 -0.707 -1.0 -1.5 -1.9
N -0.649 -1.021 1.081 -0.5 -0.5 0.2
N -0.490 0.063 -1.561 2.3 0.5 1.6
N -0.437 2.115 -0.135 -0.2 0.6 1.9
H -2.651 -1.120 1.956 1.1 -0.4 -0.1
H -2.561 -0.855 0.130 1.8 -0.7 1.4
H 1.114 -2.060 -1.173 -0.3 -1.2 -0.7
H 2.229 -0.600 -1.606 -0.3 -1.5 0.6
H 2.153 -1.274 0.116 -0.8 0.0 -1.5
H 1.834 1.509 0.348 -2.5 -0.1 -1.3
H 0.481 0.762 1.144 0.3 0.6 -0.7
H -0.957 0.962 -1.596 -0.4 0.0 0.3
H -0.766 -0.688 -2.120 -0.3 -1.2 -1.0
H -1.004 2.329 0.741 1.2 -0.5 -1.6
H 0.053 -1.089 1.883 -2.3 -0.3 -0.6
H -0.254 3.012 -0.563 0.6 -0.1 0.0
```
Positions in Å, forces in eV/Å.

Output
* DFT total energy: -323.55886 hartree
* maximum force: 0.0947 Eh/bohr
* orbital gap: 10.642 eV
* total charge: +1
* spin multiplicity: 1